No. 1
Computed, not measured: a molecular structure, C9H17FeNO5P2S, with ωB97M-V/def2-TZVPD.

Output
Frontier orbital gap (spin up / spin down): 8.20 / 5.37 eV
Multiplicity: 6
E_LUMO (spin up / spin down): -10.9 / -13.7 eV
Total charge: +3
Total energy: -85102.37245 eV

Each line ends with the Löwdin charge.
Cartesian coordinates (Å):
O  0.427  -2.672  2.649  0.30
O  0.231  -2.074  0.466  0.05
C  1.112  3.235  -0.024  -0.15
H  -0.682  -2.473  -1.727  0.16
C  -0.127  -2.108  1.800  -0.51
H  0.711  4.210  0.314  0.10
H  4.083  -0.767  0.613  0.10
C  0.545  -0.945  -2.526  -0.28
N  1.456  -1.771  -2.766  0.18
H  2.792  -1.583  -0.283  0.06
H  0.536  0.083  -2.922  0.12
H  2.082  3.112  0.460  0.11
C  0.146  2.095  0.392  -0.33
C  -1.756  -1.090  0.663  -0.31
H  -0.863  2.222  -0.012  0.07
O  -4.511  -0.710  0.823  -0.08
H  2.678  0.928  1.272  0.10
Fe  0.682  4.687  -1.667  0.87
S  -3.054  1.260  2.358  0.75
H  1.659  -0.212  2.122  0.12
C  -0.474  -1.028  -0.208  -0.44
O  -1.233  -1.281  1.957  0.02
H  1.346  3.186  -1.128  0.06
P  -3.176  0.068  0.731  0.40
C  3.066  -1.151  0.680  -0.07
P  0.786  0.415  0.021  1.29
O  -3.126  0.930  -0.593  -0.14
C  2.121  -0.009  1.141  -0.32
H  -2.223  -2.034  0.319  0.17
H  -4.607  -1.644  0.568  0.15
H  3.043  -1.961  1.408  0.10
H  -3.780  0.716  -1.285  0.14
H  2.212  -1.413  -3.350  0.10
H  0.096  2.121  1.492  0.11
H  -1.564  -0.962  -2.079  0.13
C  -0.634  -1.379  -1.678  -0.11

No. 2
Computed, not measured: a molecular structure, C9H17INO2, with ωB97M-V/def2-TZVPD.

Output
Frontier orbital gap: 9.80 eV
Multiplicity: 1
E_LUMO: -3.3 eV
Total charge: +1
Total energy: -23287.53764 eV

Each line ends with the Löwdin charge.
Cartesian coordinates (Å):
H  0.912  3.402  0.935  0.10
H  1.002  -2.936  -1.201  0.10
H  1.334  -1.263  -1.638  0.08
H  -1.781  -2.335  1.155  0.07
H  0.985  1.535  -1.509  0.17
C  1.391  2.996  0.046  0.01
C  0.770  -1.311  1.073  -0.08
H  1.576  3.817  -0.644  0.10
H  1.559  -2.059  1.095  0.14
H  -0.365  1.258  1.095  0.16
C  0.486  1.976  -0.628  -0.38
C  1.322  0.087  0.833  -0.08
O  -2.088  0.864  1.763  0.01
H  -0.777  -3.542  0.359  0.10
N  0.159  0.844  0.291  -0.04
H  -1.985  -2.665  -0.570  0.07
H  2.109  0.069  0.077  0.14
C  -0.203  -1.528  -0.099  -0.52
O  -0.764  2.494  -0.961  0.03
H  0.232  -1.353  2.020  0.13
H  -0.678  3.298  -1.494  0.13
H  2.352  2.567  0.311  0.09
I  -4.176  -0.402  0.078  1.02
C  -2.348  0.216  0.811  -0.78
H  -1.105  0.134  -1.296  0.14
H  -0.141  -2.051  -2.201  0.10
C  -0.766  -0.129  -0.303  -0.09
H  1.703  0.557  1.738  0.15
C  -1.259  -2.577  0.233  -0.05
C  0.547  -1.963  -1.365  -0.02

No. 3
Computed, not measured: a molecular structure, C9H17N, with ωB97M-V/def2-TZVPD.

Output
Frontier orbital gap (spin up / spin down): 7.10 / 7.09 eV
Multiplicity: 1
E_LUMO (spin up / spin down): -0.1 / -0.1 eV
Total energy: -11093.42886 eV

Each line ends with the Löwdin charge.
Cartesian coordinates (Å):
H  -1.549  -2.679  0.601  0.09
C  2.542  0.655  0.182  -0.18
C  1.656  -0.444  0.548  -0.37
C  -0.710  -0.225  -1.690  -0.05
H  -0.742  -0.074  1.813  0.05
C  -0.206  1.921  1.062  -0.16
H  2.599  1.485  0.875  0.09
H  -0.651  0.860  -1.606  0.08
H  0.672  2.453  0.695  0.06
H  -0.576  2.490  1.923  0.07
H  0.269  -2.120  0.336  0.06
H  -2.829  -0.691  1.033  0.09
C  3.235  0.675  -0.953  0.02
C  -0.891  -2.174  -0.103  -0.08
H  0.824  0.476  2.277  0.07
H  -1.360  -0.452  -2.548  0.10
C  -1.284  -0.853  -0.462  -0.35
H  -0.968  1.996  0.286  0.04
H  0.285  -0.608  -1.905  0.08
N  1.705  -1.644  0.511  0.10
H  3.858  1.521  -1.211  0.05
C  -2.571  -0.298  0.050  -0.07
C  0.108  0.493  1.453  -0.14
H  -3.371  -0.597  -0.639  0.10
H  -0.644  -2.814  -0.953  0.10
H  3.179  -0.143  -1.661  0.06
H  -2.580  0.791  0.087  0.07

No. 4
Computed, not measured: a gas-phase ion, C9H17N2 (charge +1), with ωB97M-V/def2-TZVPD.

Output
SMILES: C=C1C=NC(C)(C)[N@@H+]1C(C)C
Frontier orbital gap: 9.93 eV
Multiplicity: 1
E_LUMO: -4.2 eV
Total charge: +1
Total energy: -12579.97505 eV

Each line ends with the Löwdin charge.
Cartesian coordinates (Å):
H  -3.028  1.734  -0.250  0.12
H  1.744  2.696  -0.420  0.08
H  -0.909  -2.224  -2.208  0.10
H  0.846  -2.885  -1.923  0.13
C  -2.024  1.584  -0.710  0.17
H  1.105  -1.626  1.390  0.05
H  0.140  2.955  0.194  0.03
H  -2.858  -0.876  0.523  0.14
H  1.294  2.938  1.381  0.13
C  -1.373  0.436  -0.473  -0.24
H  0.530  -1.249  -2.648  0.11
C  1.032  2.467  0.365  -0.01
H  -0.716  -0.089  1.557  0.08
N  0.068  0.163  -0.473  0.04
H  0.784  0.071  2.676  0.13
H  -1.601  2.320  -1.374  0.09
H  2.201  -1.578  -0.120  0.13
C  1.256  -1.887  0.404  0.00
H  1.152  -2.956  0.349  0.10
H  -0.300  1.429  2.341  0.06
C  0.136  0.611  1.871  -0.02
C  0.136  -1.412  -0.471  -0.51
C  0.117  -1.980  -1.873  0.01
C  0.874  0.909  0.542  -0.29
N  -1.113  -1.768  0.141  0.16
H  0.495  0.416  -1.317  0.15
H  1.912  0.577  0.456  0.14
C  -1.901  -0.779  0.067  -0.11

No. 5
Computed, not measured: a molecular structure, C9H17N2P, with ωB97M-V/def2-TZVPD.

Output
Frontier orbital gap: 9.30 eV
Multiplicity: 1
E_LUMO: 0.8 eV
Total energy: -21875.30012 eV

Each line ends with the Löwdin charge.
Cartesian coordinates (Å):
H  -1.984  1.488  0.153  0.06
H  0.261  2.517  1.535  0.02
C  1.176  2.631  0.907  -0.32
C  3.490  0.463  -1.334  -0.23
H  -0.735  -1.785  -1.149  0.15
H  -1.977  -2.712  0.688  0.09
N  4.393  -0.397  -0.976  0.06
C  2.744  -0.309  0.576  -0.19
H  0.881  -1.603  -0.014  0.08
C  -0.861  -2.645  0.783  -0.12
H  4.519  -1.386  0.919  0.09
H  -1.225  0.839  -2.236  0.05
H  -2.689  -0.064  0.213  0.09
H  -0.384  0.043  1.391  0.10
H  2.111  -0.482  1.479  0.13
H  -0.619  -2.425  1.848  0.08
C  -0.238  -1.542  -0.056  -0.30
H  -3.008  1.139  -1.834  0.07
H  2.042  2.382  1.603  0.05
C  -2.136  0.455  -1.677  -0.14
H  1.251  3.699  0.421  0.06
N  2.404  0.527  -0.467  -0.34
H  3.531  0.909  -2.370  0.13
C  -0.583  -0.128  0.286  -0.31
H  -2.386  -0.628  -2.111  0.10
C  -1.903  0.527  -0.165  -0.31
P  0.972  1.417  -0.510  1.00
H  -0.551  -3.607  0.582  0.04
C  3.905  -0.884  0.217  -0.17

No. 6
Computed, not measured: a single C9H17N3O3 molecule, with ωB97M-V/def2-TZVPD.

Output
Frontier orbital gap (spin up / spin down): 6.55 / 5.04 eV
Multiplicity: 3
E_LUMO (spin up / spin down): 0.8 / -2.7 eV
Total energy: -20213.18666 eV

Each line ends with the Löwdin charge.
Cartesian coordinates (Å):
N  2.218  0.732  1.854  0.15
C  2.900  -1.530  1.256  0.01
H  -1.026  0.519  -0.539  0.12
H  1.791  2.827  1.623  0.13
O  0.331  1.723  0.870  -0.10
H  1.459  2.025  4.082  0.08
N  -1.192  1.070  -1.395  -0.04
H  0.022  1.013  3.433  0.15
N  -0.928  0.277  -2.511  -0.02
H  0.822  -1.272  -0.158  0.05
H  -2.410  -3.852  -1.124  0.06
H  3.643  -1.331  1.941  0.06
C  -1.508  -2.040  -1.630  -0.47
H  -3.161  -3.042  -2.407  0.03
O  0.810  -0.673  0.576  0.04
C  -0.578  2.317  -1.188  -0.11
C  1.391  1.873  1.865  -0.38
H  -2.109  -1.320  -3.518  0.16
O  -0.350  -2.240  -1.299  0.09
H  -0.067  -0.114  -2.520  0.08
H  -3.420  -2.716  -0.701  0.11
H  -2.927  -0.353  -2.047  0.17
H  0.313  2.852  3.403  0.03
C  0.189  2.647  -0.145  -0.12
H  -0.659  3.105  -1.898  0.09
H  0.491  3.626  -0.050  0.09
C  -1.873  -0.770  -2.483  -0.15
C  -2.693  -2.932  -1.528  -0.04
H  3.356  -1.546  0.355  0.05
H  2.399  -2.476  1.439  0.10
C  2.003  -0.344  1.198  -0.37
C  0.760  1.943  3.245  -0.03

No. 7
Computed, not measured: a molecular structure, C9H17N3O5, with ωB97M-V/def2-TZVPD.

Output
Frontier orbital gap: 10.16 eV
Multiplicity: 1
E_LUMO: 0.3 eV
Total energy: -24310.75477 eV

Each line ends with the Löwdin charge.
Cartesian coordinates (Å):
O  0.803  -0.310  2.861  0.10
H  -0.622  -0.764  0.636  0.14
O  -0.258  3.044  -0.024  0.07
H  -1.473  1.990  2.382  0.07
N  -1.825  1.084  2.105  0.02
C  2.340  -1.538  -1.178  -0.16
H  -4.191  3.014  -1.277  0.11
N  3.901  -2.884  -2.458  0.04
H  2.967  -0.433  -1.407  0.20
O  1.793  -2.179  1.879  0.01
H  -4.943  1.252  0.320  0.09
H  4.481  -3.584  -1.467  0.26
N  0.446  0.792  -0.014  0.07
H  -2.108  0.341  0.143  0.12
C  2.623  -2.364  -2.332  -0.62
O  -4.320  1.749  0.818  -0.03
O  1.741  -2.696  -3.155  0.03
H  2.872  -1.764  -0.184  0.12
H  -2.865  1.376  -1.893  0.15
H  1.339  1.291  -0.400  0.19
C  0.858  -1.303  -0.825  -0.17
C  -3.080  2.481  -1.233  -0.08
H  -2.967  3.200  0.894  0.16
C  1.049  -1.089  1.772  -0.33
C  -3.125  2.246  0.325  -0.46
H  0.144  -2.305  -0.726  0.17
C  -1.901  1.274  0.639  -0.26
H  -2.286  3.459  -1.527  0.14
H  -0.007  0.206  2.720  0.06
C  -0.443  1.882  0.301  -0.37
C  0.465  -0.561  0.464  -0.30
H  0.113  -0.793  -1.743  0.19
H  -2.750  1.215  2.714  0.15
H  3.861  -3.661  -3.245  0.12

No. 8
Computed, not measured: a gas-phase ion, C9H17N3OP (charge +1), with ωB97M-V/def2-TZVPD.

Output
Frontier orbital gap (spin up / spin down): 6.83 / 6.59 eV
Multiplicity: 1
E_LUMO (spin up / spin down): -4.8 / -4.8 eV
Total charge: +1
Total energy: -25403.88095 eV

Each line ends with the Löwdin charge.
Cartesian coordinates (Å):
O  1.330  3.526  -1.453  -0.39
H  2.933  0.475  0.860  0.06
H  -1.834  -1.094  2.515  0.11
C  -2.518  -1.367  1.679  -0.05
H  -1.905  -2.877  -1.472  0.10
H  3.774  1.975  0.274  0.08
C  -0.459  -0.501  -0.196  0.00
H  -0.473  4.613  0.717  0.02
H  2.721  1.848  -1.855  0.06
N  0.643  -2.310  0.426  0.16
H  -1.385  0.070  -0.160  0.17
C  1.265  0.756  -1.273  -0.23
N  -0.519  -1.736  0.304  -0.12
H  -3.368  -1.806  2.193  0.09
C  3.483  0.932  0.026  -0.09
H  -3.052  -0.561  1.166  0.08
H  -1.620  4.090  -0.635  0.01
C  2.737  0.918  -1.368  -0.28
C  1.543  -1.435  0.013  -0.03
N  0.839  -0.364  -0.523  -0.06
H  -1.452  -3.177  1.390  0.17
P  0.523  2.608  -0.667  1.00
H  -3.262  -3.602  -0.354  0.13
C  -1.776  -2.315  0.741  -0.36
C  -1.066  3.850  0.250  -0.06
H  -1.550  3.244  0.990  0.00
H  3.123  0.084  -1.994  0.14
H  2.569  -1.796  -0.155  0.17
C  -2.544  -2.679  -0.558  -0.04
H  4.537  0.497  -0.075  0.10
H  -3.236  -1.863  -0.806  0.07